Entry 1:
135
Properties=species:S:1:pos:R:3 method="wB97M-V/def2-TZVPD" multiplicity=1 energy_ha=-4606.98827 charge=+1 e_homo_ev=-10.56
C 2.25130 1.81865 4.80567
C 1.96196 1.27878 3.74136
C 1.62497 0.76025 2.30278
C 0.27917 1.38187 1.60566
C -0.52922 2.07899 2.75824
C -1.97310 2.65975 2.37160
C -2.26184 3.99403 3.22598
C -1.71740 5.27973 2.49030
C -2.43622 5.64425 1.11599
C -3.88069 5.03186 0.91420
C -4.62946 5.72908 -0.33513
C -4.98023 4.70540 -1.50644
O -4.42897 5.11634 -2.78921
C -3.41317 4.20958 -3.22653
C -0.40767 0.14553 0.87758
O -1.82168 0.24047 0.61307
C -2.13416 0.98334 -0.45822
N -2.37786 1.51510 -1.45699
C 0.45109 -0.41170 -0.39066
C 1.22694 -1.77334 -0.03301
C 0.51063 -3.02210 -0.75318
C -0.62259 -3.59121 0.22600
Cl 1.81520 -4.32395 -0.85117
C 1.46920 0.65685 -0.99257
C 1.63165 0.44882 -2.56544
Cl 0.13830 0.62783 -3.58803
C 2.82715 0.15991 -3.18971
C 2.89475 0.03295 -4.74841
Cl 4.36075 -0.04959 -2.28929
N 1.01398 2.07989 -0.81816
S 2.00862 3.17846 -1.81059
C 0.76359 2.54425 0.58281
P 2.04979 3.67875 1.36698
N 3.67251 3.12588 1.00142
O 1.93030 5.26268 0.70702
H 2.69703 2.31511 5.69388
H 1.58031 -0.36977 2.38898
H 2.54891 0.94472 1.66412
H 0.01011 2.99911 3.15158
H -0.73094 1.33101 3.58937
H -2.07703 2.96623 1.29412
H -2.76160 1.92257 2.71226
H -1.78534 3.94089 4.24737
H -3.37765 4.02520 3.39387
H -0.61852 5.09486 2.23847
H -1.72199 6.21493 3.12446
H -2.53930 6.76400 0.94814
H -1.79277 5.28428 0.24419
H -3.88408 3.92486 0.66845
H -4.55618 5.21032 1.80106
H -4.01554 6.55395 -0.80094
H -5.61048 6.20060 -0.02885
H -6.10750 4.72072 -1.66317
H -4.69899 3.63616 -1.28728
H -3.74432 3.13377 -3.27948
H -2.54093 4.30691 -2.49850
H -2.99288 4.49897 -4.23928
H -0.34492 -0.71699 1.61678
H -0.22687 -0.70134 -1.25834
H 2.28220 -1.74267 -0.42450
H 1.22014 -2.01664 1.06198
H 0.11473 -2.76360 -1.77189
H -1.59292 -3.04243 -0.00678
H -0.39452 -3.36619 1.31282
H -0.73446 -4.70965 0.15711
H 2.45937 0.47969 -0.49207
H 2.87744 1.10066 -5.15115
H 3.83797 -0.43623 -5.13143
H 1.99081 -0.47034 -5.18419
H 0.09602 2.12744 -1.31667
H 1.10342 4.19873 -2.06721
H -0.15236 3.22549 0.50276
H 4.22028 3.11637 1.87046
H 4.11429 3.72000 0.29182
H 1.43166 5.73649 1.40724
C 2.77875 7.37407 5.38908
C 2.73982 5.86861 5.35252
O 1.71699 5.27090 5.07893
C 4.01974 5.13857 5.66854
H 1.79161 7.76728 5.14243
H 3.05139 7.71495 6.38960
H 3.49738 7.74569 4.65583
H 4.34655 5.38198 6.68132
H 4.79244 5.41280 4.94752
H 3.84924 4.06470 5.60505
C 2.27252 -2.44362 -8.59105
C 2.49512 -3.16417 -7.28675
O 3.06283 -2.62636 -6.35649
C 1.98622 -4.57769 -7.18150
H 2.68944 -1.43768 -8.52446
H 2.77343 -2.97718 -9.40089
H 1.20289 -2.36678 -8.79573
H 2.47458 -5.20542 -7.92924
H 0.90391 -4.59508 -7.32401
H 2.21524 -4.97150 -6.19042
C 8.83495 3.46292 0.16690
C 7.82743 2.98773 1.18041
O 7.24225 3.77269 1.90175
C 7.56678 1.50738 1.27232
H 8.91366 4.54949 0.21796
H 9.81351 3.03055 0.38399
H 8.51309 3.18188 -0.83787
H 8.48685 0.98489 1.54078
H 7.18473 1.13244 0.32049
H 6.82007 1.32204 2.04601
C -2.89708 -6.45838 -1.44508
C -2.68046 -7.19411 -0.14903
O -2.11774 -6.66643 0.79301
C -3.18805 -8.60916 -0.06424
H -2.48207 -5.45234 -1.36393
H -2.39059 -6.98147 -2.25854
H -3.96234 -6.37999 -1.65422
H -2.69413 -9.22659 -0.81687
H -4.26970 -8.62515 -0.21331
H -2.96402 -9.01575 0.92333
C -1.86371 -10.33722 5.22175
C -1.68922 -9.54657 3.95045
O -1.55958 -10.09851 2.87743
C -1.68206 -8.04369 4.06461
H -1.84935 -11.40288 4.98960
H -1.04622 -10.11791 5.91136
H -2.82213 -10.09215 5.68360
H -0.85563 -7.72399 4.70302
H -2.63276 -7.69746 4.47548
H -1.54908 -7.60625 3.07363
C -6.69353 -3.91701 -4.22434
C -5.62120 -4.17835 -3.19926
O -4.96892 -5.20190 -3.21423
C -5.38990 -3.11763 -2.15307
H -6.74965 -4.76171 -4.91185
H -7.66040 -3.80255 -3.73040
H -6.45263 -3.01715 -4.79376
H -6.29912 -2.96789 -1.56768
H -5.09139 -2.18237 -2.63121
H -4.59094 -3.43913 -1.48273



Entry 2:
135
Properties=species:S:1:pos:R:3 method="wB97M-V/def2-TZVPD" multiplicity=1 energy_ha=-3340.73286 charge=+1 e_homo_ev=-10.89
C 0.70222 0.76633 3.99936
C 0.06620 2.05070 3.36006
C 1.14226 3.14788 3.40688
C -0.46469 1.67886 1.94296
C -2.01693 1.57447 1.93680
C 0.04039 2.54841 0.78658
O 1.37409 2.13363 0.41772
C 1.51416 1.72632 -0.92676
C 0.65153 0.47784 -1.06776
C 0.96640 -0.69514 -0.40536
C 0.11022 -1.76947 -0.57423
N -1.00913 -1.82897 -1.26723
C -1.35515 -0.67636 -1.89220
C -0.53602 0.42839 -1.79502
C 3.06804 1.46112 -1.08780
C 3.46223 0.25299 -1.95505
N 3.82421 2.60759 -1.58326
C 3.34058 3.88537 -1.09629
C 4.31982 5.03262 -1.37689
C 5.63323 4.68725 -0.62010
S 5.57873 5.19172 1.13448
C 5.64078 3.62830 1.95255
N 6.55406 2.73394 2.00766
N 6.02664 1.71115 2.77060
C 4.84835 2.04482 3.11826
O 4.52358 3.27870 2.64008
C 1.85859 4.13382 -1.54583
C 1.60298 5.24775 -2.56396
C 1.57199 6.66202 -1.91986
F 2.44120 5.22572 -3.66754
N 1.13175 2.83017 -1.88534
P 1.28714 2.36619 -3.65507
N 0.11698 2.94465 -4.50716
H 1.76366 0.78247 3.70629
H 0.20287 -0.15397 3.68942
H 0.71227 0.89950 5.08803
H -0.78063 2.29850 4.01288
H 0.64806 4.11808 3.22983
H 1.52872 3.21676 4.43099
H 1.93646 3.03796 2.66418
H -0.11462 0.65934 1.73140
H -2.47643 2.56795 1.91847
H -2.28374 0.99360 2.83580
H -2.26704 0.97750 1.04880
H 0.10032 3.61272 1.06234
H -0.71618 2.49128 -0.01281
H 1.86024 -0.76724 0.20746
H 0.40109 -2.69365 -0.06600
H -2.27865 -0.60977 -2.46293
H -0.86282 1.33259 -2.31945
H 3.45375 1.25433 -0.07925
H 2.99424 0.19940 -2.94294
H 3.36255 -0.70636 -1.44488
H 4.54291 0.34845 -2.14149
H 3.98052 2.58887 -2.58485
H 3.31505 3.77469 0.00006
H 3.98865 5.98727 -0.96418
H 4.59229 5.09381 -2.43616
H 5.87523 3.62424 -0.69552
H 6.46902 5.23001 -1.07407
H 4.14806 1.47347 3.70937
H 1.33977 4.48000 -0.64110
H 0.57946 5.10421 -2.94692
H 2.14080 7.38593 -2.50293
H 0.53040 6.98083 -1.81132
H 1.94447 6.56853 -0.89265
H 0.13824 3.07684 -1.82012
H 2.52363 2.84216 -4.13314
H 1.17295 0.96181 -3.74764
H -0.55731 3.47907 -3.96893
C -5.56273 -3.90442 -2.37518
C -5.54941 -3.73987 -0.86014
C -4.82328 -2.41392 -0.69822
O -5.12911 -1.63319 -1.86121
C -5.75201 -2.47076 -2.84441
H -6.33998 -4.57515 -2.73805
H -4.59639 -4.28556 -2.71559
H -6.57248 -3.65533 -0.48544
H -5.06108 -4.55882 -0.33318
H -3.73685 -2.55188 -0.66142
H -5.13375 -1.87351 0.19806
H -6.81330 -2.20611 -2.89170
H -5.30400 -2.28288 -3.82104
C -0.08244 -3.45729 -4.52264
C 0.36562 -2.52955 -5.64459
C -0.78377 -2.65894 -6.63375
O -1.96001 -2.91711 -5.86047
C -1.58544 -3.23048 -4.51695
H 0.38290 -3.24370 -3.56028
H 0.13989 -4.49380 -4.78604
H 0.42734 -1.50032 -5.27466
H 1.33016 -2.79416 -6.07632
H -0.63023 -3.50350 -7.31290
H -0.93081 -1.75750 -7.22986
H -1.85281 -2.38218 -3.88050
H -2.14384 -4.10388 -4.17757
C -5.84696 0.31243 5.57043
C -6.30569 -0.77133 4.60545
C -5.16355 -0.80554 3.60626
O -3.97507 -0.44105 4.32339
C -4.34501 0.07847 5.60767
H -6.31026 0.25187 6.55410
H -6.06309 1.29907 5.15192
H -6.37322 -1.72943 5.12566
H -7.27001 -0.56682 4.14183
H -5.31323 -0.07186 2.80483
H -5.02964 -1.79029 3.15621
H -4.07848 -0.66804 6.36303
H -3.78153 0.99179 5.80786
C -6.23304 -6.63429 4.19008
C -6.26142 -6.44233 5.70004
C -5.51283 -5.12849 5.86108
O -5.76730 -4.36287 4.67681
C -6.37865 -5.20475 3.69244
H -7.01333 -7.29537 3.81577
H -5.26571 -7.04115 3.88492
H -7.29350 -6.33000 6.04073
H -5.80714 -7.26063 6.25664
H -4.43247 -5.29229 5.93355
H -5.83721 -4.56358 6.73613
H -7.43289 -4.91927 3.60907
H -5.89799 -5.04318 2.72593
C 8.52761 -1.40778 -1.18459
C 8.99089 -0.47084 -2.29178
C 7.85783 -0.59193 -3.29861
O 6.66528 -0.85870 -2.54542
C 7.02492 -1.18280 -1.19409
H 8.98040 -1.20195 -0.21617
H 8.75341 -2.44206 -1.45418
H 9.04810 0.55246 -1.91222
H 9.96061 -0.73202 -2.71193
H 8.02099 -1.43042 -3.98252
H 7.72013 0.31510 -3.88904
H 6.74749 -0.33541 -0.55549
H 6.46475 -2.06085 -0.86901



Entry 3:
140
Properties=species:S:1:pos:R:3 method="wB97M-V/def2-TZVPD" multiplicity=1 energy_ha=-3904.46331 charge=+1 e_homo_ev=-10.87
C 3.98268 1.57707 -3.55907
C 2.82573 0.62380 -3.26434
C 3.17894 -0.71961 -2.54972
C 4.61864 -0.75378 -2.06765
C 2.02331 -1.16750 -1.62226
N 1.43440 -2.47520 -1.90416
C 2.09565 -3.70028 -1.80223
Cl 2.32765 -4.28705 -0.03080
C 3.40181 -3.90028 -2.55703
C 3.95671 -5.32010 -2.35040
Cl 3.04192 -3.70844 -4.29365
C 0.01206 -2.53952 -1.54441
C -0.89270 -2.37591 -2.79170
C -0.26802 -1.75872 -4.02466
C -1.18016 -1.98576 -5.22975
F -0.12078 -0.38660 -3.83311
C -0.35149 -1.67153 -0.31603
C -1.35309 -0.52941 -0.45294
C -1.15653 0.65411 -1.38532
O -2.06602 1.47409 -1.46777
N 0.85359 -1.39202 0.55176
C 0.51883 -0.74516 1.84335
C -0.33072 -1.64551 2.72240
C 0.40171 -2.92351 3.16113
C -0.56572 -4.09829 3.18987
O -0.76067 -4.55101 1.86398
C -2.11183 -4.66378 1.46393
C 2.10372 -0.81030 -0.10673
C 2.11338 0.70881 -0.03679
C 3.30796 -1.37345 0.68788
C 4.09386 -0.42787 1.59993
O 5.03915 0.40172 0.94201
C 6.33416 -0.15209 0.94817
C 7.20548 0.49579 -0.13270
F 6.72064 1.68871 -0.56758
F 7.33626 -0.33843 -1.22325
F 8.47165 0.68256 0.37065
H 4.33881 2.03041 -2.63841
H 4.80793 1.11523 -4.08023
H 3.60466 2.40139 -4.15280
H 2.08736 1.18642 -2.70121
H 2.34537 0.39181 -4.20811
H 3.12419 -1.42279 -3.37149
H 4.92478 -1.63259 -1.51251
H 4.92341 0.11076 -1.49342
H 5.26608 -0.75197 -2.93807
H 1.23194 -0.50804 -1.96406
H 1.43972 -4.46751 -2.19600
H 4.17602 -3.21596 -2.24841
H 4.66869 -5.35725 -1.53785
H 4.49134 -5.59393 -3.25113
H 3.16190 -6.04593 -2.23533
H -0.11036 -3.56348 -1.21194
H -1.18634 -3.36999 -3.11359
H -1.82255 -1.84393 -2.62130
H 0.68329 -2.21827 -4.25829
H -0.94005 -2.95919 -5.64999
H -2.22241 -2.01813 -4.93485
H -0.99865 -1.24234 -5.99292
H -0.91014 -2.36595 0.30182
H -2.28095 -0.98918 -0.77522
H -1.60735 -0.11538 0.51621
H -0.23954 0.85659 -1.95386
H 1.12845 -2.34921 0.80701
H 1.43012 -0.51819 2.38246
H 0.02705 0.20898 1.70739
H -1.26369 -1.88850 2.22187
H -0.58976 -1.05809 3.59659
H 0.79015 -2.75526 4.16081
H 1.24321 -3.15618 2.51133
H -1.49699 -3.73742 3.61605
H -0.13038 -4.88308 3.79954
H -2.45719 -3.73565 0.99737
H -2.19091 -5.45334 0.72643
H -2.76689 -4.92153 2.28849
H 3.04865 1.06503 -0.44967
H 1.31913 1.15458 -0.62344
H 2.03998 1.10910 0.96577
H 4.02386 -1.88420 0.06109
H 3.00019 -2.15273 1.38040
H 3.45140 0.20858 2.19700
H 4.62655 -1.05483 2.31286
H 6.32317 -1.21853 0.74417
H 6.81390 0.05832 1.89977
O -2.68647 3.94776 5.03743
C -3.32683 3.43700 4.16847
O -2.85286 2.29414 3.61228
C -3.59592 1.50878 2.68338
C -3.43053 2.02153 1.26880
C -4.58997 4.05954 3.62164
H -4.64305 1.43021 2.97716
H -3.17355 0.50528 2.77012
H -3.83502 3.02738 1.15432
H -3.93752 1.36953 0.55879
H -2.37372 2.06998 1.00682
H -4.31861 4.79863 2.86803
H -5.09674 4.56456 4.43907
H -5.28970 3.34936 3.18716
O -1.66355 -7.78862 2.87730
C -0.57019 -8.27891 2.90757
O 0.47047 -7.49098 3.24003
C 1.79325 -7.97874 3.47922
C 2.58542 -8.11474 2.19548
C -0.32261 -9.71421 2.51056
H 1.76455 -8.90822 4.04846
H 2.25601 -7.23133 4.12170
H 2.13843 -8.84675 1.52318
H 3.60738 -8.42655 2.41075
H 2.61271 -7.16036 1.66817
H -0.22288 -9.76348 1.42723
H -1.18698 -10.30083 2.80906
H 0.55555 -10.16037 2.97096
O -4.18481 5.40415 -1.21795
C -3.04030 5.47902 -0.86716
O -2.69128 6.48226 -0.04012
C -1.40439 6.57526 0.57898
C -0.39088 7.25237 -0.31923
C -1.98925 4.52501 -1.38244
H -1.06910 5.59287 0.91666
H -1.56665 7.17500 1.47243
H -0.21757 6.68220 -1.23227
H 0.56019 7.36702 0.20070
H -0.74919 8.23836 -0.61287
H -1.62032 4.88375 -2.34275
H -2.45436 3.55594 -1.51917
H -1.14937 4.38959 -0.70209
O -7.20431 11.75466 -0.22853
C -6.60867 10.72121 -0.32838
O -6.76171 9.98577 -1.44423
C -5.96226 8.83358 -1.72969
C -6.50555 7.57723 -1.08764
C -5.74643 10.19067 0.79652
H -4.92082 9.01483 -1.45759
H -5.99047 8.73645 -2.81361
H -6.50293 7.64960 0.00092
H -5.90367 6.71822 -1.37389
H -7.53795 7.41181 -1.39912
H -6.38412 9.65896 1.50089
H -5.29579 11.03963 1.30392
H -4.94440 9.53080 0.47320



no.,Kohn-Sham gap (eV)
1,7.7
2,8.3
3,8.6